Record 1
Formula: C28H41BF15NO14S
Source: the OMol25 dataset
Level of theory: the ωB97M-V functional and the def2-TZVPD basis

Calculated values
E_HOMO: -9.5 eV
SMILES: C=C[C@@H]1OS(=O)(=O)CC[C@@H]1B(O)N(C)C.CCOC(=O)C(F)(F)F.CCOC(=O)C(F)(F)F.CCOC(=O)C(F)(F)F.CCOC(=O)C(F)(F)F.CCOC(=O)C(F)(F)F
Gap between HOMO and LUMO: 0.3542 Eh

ORCA input file:
```
! wB97M-V def2-TZVPD RIJCOSX def2/J DEFGRID3
* xyz 0 1
C 6.00 2.61 0.69
C 5.92 1.29 0.77
C 6.44 0.53 1.96
O 7.48 -0.44 1.60
S 7.04 -1.65 0.67
O 7.28 -1.31 -0.70
O 7.67 -2.82 1.19
C 5.29 -1.83 0.92
C 4.88 -1.49 2.35
C 5.39 -0.12 2.85
B 4.21 0.91 3.24
O 4.50 1.95 4.09
N 2.84 0.73 2.80
C 1.92 1.62 3.52
C 2.64 0.93 1.35
H 6.71 3.20 1.26
H 5.36 3.15 0.00
H 5.49 0.73 -0.05
H 6.98 1.27 2.56
H 5.11 -2.87 0.66
H 4.76 -1.19 0.22
H 5.29 -2.28 2.99
H 3.79 -1.55 2.44
H 5.90 -0.31 3.80
H 5.42 1.93 4.37
H 2.09 2.68 3.29
H 0.89 1.38 3.24
H 2.01 1.48 4.59
H 3.12 1.85 1.02
H 3.09 0.10 0.78
H 1.57 0.98 1.15
C 5.47 -0.03 -4.46
C 4.95 -0.73 -3.23
O 3.51 -0.65 -3.14
C 2.83 -1.53 -3.85
O 3.27 -2.41 -4.54
C 1.32 -1.32 -3.66
F 0.98 -0.03 -3.74
F 0.93 -1.77 -2.45
F 0.64 -2.00 -4.58
H 5.12 1.00 -4.49
H 6.56 -0.04 -4.46
H 5.12 -0.53 -5.37
H 5.32 -0.25 -2.33
H 5.26 -1.77 -3.19
C 1.67 5.68 -4.22
C 0.72 6.08 -3.11
O 0.81 5.17 -1.99
C 1.81 5.39 -1.15
O 2.64 6.25 -1.21
C 1.75 4.37 0.01
F 1.52 3.14 -0.45
F 0.75 4.69 0.85
F 2.89 4.37 0.69
H 1.49 4.64 -4.52
H 1.52 6.32 -5.09
H 2.71 5.76 -3.90
H -0.32 6.00 -3.44
H 0.90 7.10 -2.77
C -0.95 -5.42 -3.66
C -1.28 -4.53 -2.48
O -2.59 -4.86 -1.95
C -2.64 -5.88 -1.12
O -1.72 -6.54 -0.71
C -4.10 -6.14 -0.69
F -4.92 -6.10 -1.74
F -4.52 -5.22 0.19
F -4.20 -7.34 -0.12
H -1.73 -5.35 -4.42
H 0.00 -5.11 -4.10
H -0.87 -6.46 -3.35
H -1.35 -3.49 -2.79
H -0.54 -4.61 -1.69
C -5.27 0.02 3.16
C -5.24 0.12 4.66
O -5.06 1.48 5.11
C -6.15 2.23 5.13
O -7.26 1.91 4.84
C -5.79 3.64 5.66
F -4.68 4.11 5.09
F -5.59 3.59 6.98
F -6.78 4.49 5.41
H -4.37 0.46 2.73
H -5.34 -1.02 2.85
H -6.13 0.56 2.75
H -4.40 -0.43 5.07
H -6.15 -0.29 5.11
C -8.07 -3.36 -0.84
C -6.96 -2.39 -1.16
O -7.50 -1.07 -1.44
C -7.82 -0.33 -0.40
O -7.72 -0.61 0.76
C -8.34 1.04 -0.88
F -9.20 0.91 -1.90
F -7.31 1.79 -1.30
F -8.95 1.68 0.11
H -8.80 -3.39 -1.65
H -7.66 -4.36 -0.71
H -8.59 -3.08 0.08
H -6.44 -2.68 -2.06
H -6.24 -2.32 -0.35
*
```

Record 2
Formula: C28H41BrN2P2PdS
Source: the OMol25 dataset
Level of theory: the ωB97M-V functional and the def2-TZVPD basis

Calculated values
E_HOMO (spin up / spin down): -5.5 / -5.5 eV
Gap between HOMO and LUMO (spin up / spin down): 0.2140 / 0.2139 Eh

ORCA input file:
```
! wB97M-V def2-TZVPD RIJCOSX def2/J DEFGRID3
* xyz 0 1
C -5.51 -0.59 -2.15
C -4.27 -0.02 -2.50
C -4.19 1.38 -2.67
C -5.33 2.15 -2.37
N -6.48 1.59 -1.99
C -6.58 0.26 -1.87
C -3.12 -0.88 -2.42
C -2.20 -1.69 -2.51
C -0.85 -2.17 -2.52
C -0.30 -2.67 -1.33
C 1.11 -2.74 -1.15
C 1.89 -2.04 -2.14
C 1.38 -1.90 -3.46
C 0.01 -2.00 -3.65
Pd 1.35 -0.83 -0.16
P -0.58 -0.07 1.04
H -3.26 1.88 -2.94
H -5.60 -1.67 -1.99
H -5.28 3.24 -2.44
H -7.53 -0.18 -1.53
H -0.40 -1.89 -4.67
H -0.99 -3.00 -0.55
H 2.04 -1.75 -4.33
H 1.63 -3.36 -0.42
C -0.34 0.33 2.87
C -1.40 1.12 3.66
H 0.61 0.89 2.93
H -0.16 -0.64 3.38
H -1.03 1.23 4.69
H -1.53 2.13 3.24
H -2.38 0.61 3.71
C -1.40 1.42 0.27
C -2.82 1.82 0.70
H -1.41 1.17 -0.80
H -0.73 2.28 0.39
H -3.03 2.85 0.36
H -3.58 1.18 0.22
H -2.97 1.80 1.78
C -1.93 -1.33 1.01
C -3.11 -1.26 1.98
H -1.38 -2.26 1.23
H -2.27 -1.37 -0.04
H -3.81 -2.08 1.78
H -2.77 -1.38 3.01
H -3.69 -0.33 1.90
Br 3.79 -1.76 -1.77
P 2.51 1.19 -0.09
C 2.02 2.64 0.90
C 3.14 3.52 1.45
H 1.35 2.32 1.71
H 1.41 3.24 0.20
H 2.68 4.29 2.08
H 3.86 2.98 2.08
H 3.69 4.03 0.66
C 4.12 0.67 0.52
C 5.34 1.13 -0.24
H 4.10 -0.44 0.56
H 4.17 1.03 1.56
H 6.19 0.53 0.12
H 5.29 1.01 -1.32
H 5.58 2.18 -0.01
C 2.45 1.72 -1.84
C 2.97 3.11 -2.21
H 1.39 1.63 -2.15
H 3.00 0.93 -2.38
H 2.87 3.20 -3.30
H 2.38 3.92 -1.77
H 4.03 3.25 -1.96
S 1.63 -6.01 2.28
C 2.61 -4.98 3.27
C 2.43 -3.67 2.90
N 1.53 -3.47 1.89
C 1.03 -4.59 1.42
H 3.28 -5.33 4.06
H 2.96 -2.80 3.32
H 0.38 -4.69 0.53
*
```

Record 3
Formula: C28H41Cl8F15O10
Source: the OMol25 dataset
Level of theory: the ωB97M-V functional and the def2-TZVPD basis

Calculated values
E_HOMO: -10.5 eV
SMILES: CCOC(=O)C(F)(F)F.CCOC(=O)C(F)(F)F.CCOC(=O)C(F)(F)F.CCOC(=O)C(F)(F)F.CCOC(=O)C(F)(F)F.ClCCCl.ClCCCl.ClCCCl.ClCCCl
Gap between HOMO and LUMO: 0.3878 Eh

ORCA input file:
```
! wB97M-V def2-TZVPD RIJCOSX def2/J DEFGRID3
* xyz 0 1
C -4.79 2.64 -0.08
C -5.87 2.04 0.83
O -5.81 2.76 1.99
C -7.00 3.02 2.67
O -8.12 2.65 2.25
C -6.73 3.69 4.02
F -7.52 3.19 4.88
F -5.48 3.56 4.39
F -7.02 4.99 3.89
H -3.86 2.19 0.27
H -4.66 3.72 -0.11
H -4.87 2.33 -1.12
H -5.83 0.97 1.02
H -6.83 2.13 0.31
C -3.29 -2.30 1.08
C -2.38 -3.61 1.23
O -3.08 -4.74 1.81
C -3.38 -4.91 3.12
O -3.40 -4.00 3.91
C -3.84 -6.34 3.49
F -5.02 -6.37 4.11
F -3.89 -7.11 2.43
F -3.03 -6.96 4.39
H -4.11 -2.47 0.37
H -2.71 -1.44 0.76
H -3.78 -2.08 2.02
H -1.66 -3.37 2.02
H -1.83 -4.07 0.41
C 8.82 0.85 -1.60
C 8.15 1.09 -0.27
O 7.10 0.23 -0.26
C 5.87 0.80 -0.08
O 5.66 2.01 0.04
C 4.77 -0.30 0.13
F 5.25 -1.51 0.08
F 4.11 -0.10 1.24
F 3.85 -0.18 -0.82
H 9.59 1.61 -1.71
H 8.15 1.05 -2.45
H 9.03 -0.22 -1.71
H 7.91 2.13 -0.09
H 8.87 0.70 0.46
C -1.77 3.97 1.99
C -0.24 3.80 1.74
O 0.28 3.00 2.80
C 1.63 2.87 3.02
O 2.55 3.54 2.47
C 1.98 1.90 4.14
F 2.26 2.61 5.27
F 0.99 1.01 4.39
F 3.10 1.23 3.73
H -2.06 4.43 2.94
H -2.25 3.00 1.88
H -2.22 4.51 1.16
H 0.18 4.80 1.65
H -0.19 3.16 0.86
C 2.34 2.47 -2.22
C 1.58 2.91 -3.49
O 1.25 1.72 -4.21
C 1.36 1.67 -5.58
O 2.08 2.42 -6.29
C 0.64 0.50 -6.26
F 1.49 -0.61 -6.36
F -0.40 0.08 -5.56
F 0.31 0.72 -7.49
H 2.30 3.25 -1.45
H 3.35 2.13 -2.44
H 1.90 1.63 -1.69
H 2.21 3.60 -4.04
H 0.75 3.50 -3.11
Cl -1.20 -2.19 6.16
C -1.84 -0.51 5.82
C -2.53 -0.53 4.40
Cl -3.49 0.93 4.13
H -0.98 0.15 5.78
H -2.55 -0.36 6.64
H -3.13 -1.42 4.26
H -1.76 -0.46 3.62
Cl -1.42 1.25 -0.82
C -0.41 -0.20 -0.89
C 0.68 -0.17 0.16
Cl -0.04 -0.36 1.70
H 0.14 -0.29 -1.83
H -0.93 -1.14 -0.72
H 1.39 0.65 0.21
H 1.23 -1.08 -0.07
Cl 0.66 -4.11 -6.14
C -0.43 -4.16 -4.70
C -1.08 -2.77 -4.38
Cl -1.85 -2.85 -2.80
H 0.21 -4.46 -3.87
H -1.26 -4.86 -4.86
H -1.83 -2.43 -5.10
H -0.33 -1.99 -4.38
Cl 2.36 -2.58 -2.22
C 3.41 -3.61 -3.24
C 4.11 -2.79 -4.31
Cl 5.19 -1.57 -3.48
H 2.59 -4.21 -3.65
H 4.21 -4.17 -2.74
H 3.42 -2.28 -4.99
H 4.71 -3.53 -4.82
*
```

Record 4
Formula: C28H41F7GaNO24P
Source: the OMol25 dataset
Level of theory: the ωB97M-V functional and the def2-TZVPD basis

Calculated values
E_HOMO: -4.3 eV
Gap between HOMO and LUMO: 0.2143 Eh

ORCA input file:
```
! wB97M-V def2-TZVPD RIJCOSX def2/J DEFGRID3
* xyz -1 1
C 4.16 -2.18 2.35
C 4.44 -1.05 3.38
O 4.34 0.22 2.76
C 3.15 0.91 3.11
C 2.56 1.58 1.84
O 1.16 1.66 1.80
C 0.61 2.18 3.00
C -0.86 2.66 2.80
O -1.48 2.13 1.68
C -1.64 0.70 1.82
Ga -2.83 0.07 3.37
P -4.30 -1.58 2.53
N -5.82 -1.43 3.07
H 3.44 -2.92 2.71
H 5.11 -2.65 2.07
H 3.74 -1.73 1.44
H 5.48 -1.14 3.75
H 3.79 -1.18 4.26
H 2.39 0.25 3.57
H 3.39 1.71 3.83
H 3.02 2.57 1.63
H 2.85 0.94 0.99
H 1.21 3.08 3.29
H 0.63 1.47 3.83
H -1.39 2.49 3.75
H -0.83 3.75 2.65
H -0.68 0.15 1.85
H -2.13 0.37 0.88
H -1.86 -0.57 4.50
H -3.60 1.28 4.09
H -4.30 -1.48 1.11
H -3.75 -2.87 2.82
H -5.82 -0.63 3.69
C 2.34 3.24 -1.88
C 3.82 3.49 -2.02
O 4.29 2.28 -2.59
C 3.26 1.77 -3.31
O 3.38 0.91 -4.12
O 2.09 2.36 -2.99
F 4.41 3.68 -0.82
H 2.10 2.72 -0.95
H 1.75 4.14 -1.96
H 4.07 4.33 -2.68
C -0.15 -4.83 5.18
C -1.59 -4.71 4.78
O -1.69 -3.37 4.35
C -0.47 -3.03 3.87
O -0.25 -2.08 3.20
O 0.48 -3.92 4.27
F -2.41 -4.90 5.85
H 0.03 -4.50 6.20
H 0.25 -5.83 5.06
H -1.89 -5.38 3.97
C -6.70 -2.04 -2.63
C -7.00 -2.09 -1.16
O -5.74 -2.41 -0.59
C -4.80 -1.90 -1.44
O -3.66 -1.74 -1.18
O -5.35 -1.58 -2.65
F -7.88 -3.08 -0.87
H -6.76 -3.02 -3.10
H -7.35 -1.35 -3.16
H -7.36 -1.15 -0.73
C -7.16 2.76 -3.41
C -8.03 1.89 -4.27
O -9.31 2.04 -3.68
C -9.33 3.28 -3.12
O -10.31 3.85 -2.78
O -8.07 3.79 -3.02
F -7.66 0.58 -4.19
H -6.79 2.24 -2.52
H -6.31 3.18 -3.95
H -8.07 2.19 -5.32
C 3.51 -1.57 -7.14
C 3.26 -2.36 -5.89
O 4.02 -3.54 -6.10
C 5.06 -3.18 -6.91
O 6.03 -3.83 -7.08
O 4.84 -1.97 -7.49
F 1.95 -2.70 -5.77
H 2.83 -1.85 -7.95
H 3.45 -0.50 -6.98
H 3.60 -1.87 -4.98
C 8.13 -0.53 4.17
C 7.97 -0.62 5.66
O 9.28 -0.98 6.09
C 10.14 -0.46 5.17
O 11.30 -0.33 5.34
O 9.49 -0.09 4.04
F 7.11 -1.60 6.01
H 8.01 -1.49 3.67
H 7.45 0.19 3.71
H 7.67 0.32 6.14
C -1.72 1.97 -4.77
C -1.15 3.34 -4.51
O -2.30 4.09 -4.16
C -3.19 3.21 -3.61
O -4.14 3.52 -2.99
O -2.83 1.93 -3.88
F -0.59 3.88 -5.63
H -2.07 1.87 -5.80
H -1.01 1.18 -4.56
H -0.43 3.38 -3.69
*
```

Record 5
Formula: C28H41N4O3PRhS2
Source: the OMol25 dataset
Level of theory: the ωB97M-V functional and the def2-TZVPD basis

Calculated values
E_HOMO: -10.3 eV
Gap between HOMO and LUMO: 0.2823 Eh

ORCA input file:
```
! wB97M-V def2-TZVPD RIJCOSX def2/J DEFGRID3
* xyz 1 1
Rh -1.13 0.56 -0.39
C -4.05 1.07 -0.77
C -4.09 1.32 0.74
C -3.42 0.23 1.55
C -4.03 -0.27 2.69
C -3.53 -1.42 3.28
C -2.46 -2.06 2.69
C -1.88 -1.49 1.57
N -2.32 -0.34 1.05
N -2.77 1.45 -1.39
C -2.63 0.99 -2.79
C -1.19 1.17 -3.19
C -0.79 1.30 -4.50
C 0.56 1.47 -4.79
C 1.46 1.55 -3.75
C 1.00 1.42 -2.45
N -0.29 1.24 -2.18
C -2.60 2.93 -1.36
C -1.87 3.42 -0.14
C -2.00 4.73 0.28
C -1.23 5.17 1.35
C -0.36 4.28 1.95
C -0.31 2.98 1.49
N -1.05 2.55 0.46
H -4.85 1.64 -1.25
H -4.21 0.01 -0.98
H -5.14 1.36 1.04
H -3.68 2.30 0.98
H -4.92 0.21 3.07
H -3.99 -1.82 4.18
H -2.05 -2.98 3.08
H -1.04 -1.96 1.09
H -3.30 1.55 -3.45
H -2.86 -0.07 -2.82
H -1.53 1.25 -5.29
H 0.89 1.56 -5.82
H 2.52 1.69 -3.93
H 1.66 1.45 -1.60
H -3.57 3.42 -1.46
H -2.00 3.22 -2.23
H -2.68 5.40 -0.22
H -1.31 6.19 1.70
H 0.26 4.57 2.79
H 0.34 2.24 1.95
C 3.79 -0.82 4.23
C 2.72 -1.88 4.04
C 3.28 -3.25 3.75
O 1.76 -1.42 3.03
P 1.84 -1.61 1.46
S 1.27 -3.33 0.78
S 0.84 0.12 0.90
O 3.37 -1.28 1.17
C 3.89 -1.34 -0.19
C 4.92 -2.44 -0.23
C 4.44 0.03 -0.53
H 4.40 -1.08 5.09
H 3.33 0.15 4.41
H 4.43 -0.75 3.35
H 2.10 -1.92 4.93
H 3.95 -3.23 2.89
H 2.49 -3.97 3.55
H 3.85 -3.59 4.62
H 3.06 -1.59 -0.86
H 5.72 -2.24 0.48
H 5.36 -2.51 -1.23
H 4.47 -3.40 0.02
H 5.26 0.28 0.15
H 3.66 0.78 -0.43
H 4.83 0.03 -1.55
C -1.60 -2.92 -2.84
C -0.79 -2.17 -1.79
C 0.58 -1.80 -2.34
O -1.58 -1.07 -1.41
H -1.07 -3.80 -3.19
H -1.79 -2.27 -3.70
H -2.56 -3.23 -2.43
H -0.63 -2.84 -0.94
H 0.50 -1.36 -3.34
H 1.20 -2.69 -2.41
H 1.08 -1.10 -1.68
*
```